Entry 1:
Computed, not measured: C19H30N3OPPdSe4 as an isolated structure, with the ωB97M-V functional and the def2-TZVPD basis.

Summary:
* spin multiplicity: 1
* net charge: 0
* LUMO: -0.31 eV
* orbital gap: 6.15 eV

Cartesian coordinates (Å):
Pd  -0.339  -0.419  0.109
Se  -2.557  1.970  0.103
Se  -3.001  1.054  2.119
Se  -0.859  0.016  2.553
Se  0.676  1.282  1.471
C  -1.743  -5.551  1.242
N  -2.115  -4.374  0.466
C  -3.222  -4.351  -0.311
C  -3.578  -3.251  -0.998
C  -2.735  -2.102  -0.876
N  -1.609  -2.140  -0.158
C  -1.274  -3.258  0.574
O  -0.289  -3.324  1.280
N  -3.056  -0.974  -1.509
H  -2.483  -6.327  1.063
H  -1.709  -5.305  2.301
H  -0.757  -5.900  0.943
H  -3.806  -5.261  -0.331
H  -4.475  -3.224  -1.596
H  -3.974  -0.925  -1.919
H  -2.707  -0.077  -1.125
C  2.496  -1.989  -3.624
C  1.291  -1.896  -2.683
C  -0.006  -2.037  -3.484
C  1.401  -3.059  -1.690
P  1.222  -0.335  -1.647
C  2.918  -0.301  -0.949
C  4.027  0.237  -1.602
C  5.292  0.169  -1.035
C  5.472  -0.461  0.187
C  4.381  -1.016  0.840
C  3.115  -0.928  0.281
C  0.993  1.187  -2.729
C  1.477  2.407  -1.936
C  -0.513  1.369  -2.959
C  1.670  1.163  -4.104
H  2.508  -2.991  -4.063
H  3.437  -1.857  -3.088
H  2.457  -1.276  -4.443
H  -0.051  -3.042  -3.914
H  -0.053  -1.327  -4.310
H  -0.889  -1.893  -2.859
H  1.268  -3.996  -2.239
H  0.661  -3.006  -0.897
H  2.384  -3.086  -1.216
H  3.918  0.722  -2.560
H  6.136  0.606  -1.553
H  6.458  -0.516  0.630
H  4.508  -1.507  1.796
H  2.267  -1.348  0.808
H  0.953  2.496  -0.983
H  1.244  3.303  -2.517
H  2.551  2.393  -1.752
H  -1.041  1.512  -2.020
H  -0.963  0.527  -3.483
H  -0.660  2.264  -3.571
H  2.737  0.957  -4.073
H  1.538  2.149  -4.560
H  1.203  0.439  -4.771



Entry 2:
Computed, not measured: a single C19H30N4O2 molecule, with the ωB97M-V functional and the def2-TZVPD basis.

Summary:
* SMILES: [H]/N=c1\n(CCN(CC)CC)c2ccccc2n1CC(=O)OCCCC
* spin multiplicity: 1
* net charge: 0
* LUMO: 0.89 eV
* orbital gap: 8.33 eV

Cartesian coordinates (Å):
C  -4.807  -0.626  -2.061
C  -5.538  -0.255  -0.776
C  -5.838  1.240  -0.652
C  -4.586  2.114  -0.593
H  -3.992  2.015  -1.505
H  -4.864  3.162  -0.451
O  -3.773  1.754  0.528
C  -2.584  1.205  0.284
O  -2.114  1.023  -0.806
C  -1.892  0.835  1.591
N  -0.761  -0.006  1.355
C  -0.768  -1.249  0.761
C  -1.801  -2.099  0.427
C  -1.469  -3.314  -0.159
C  -0.149  -3.662  -0.397
C  0.896  -2.810  -0.062
C  0.574  -1.601  0.521
N  1.359  -0.560  0.973
C  0.536  0.460  1.435
N  0.804  1.610  1.901
H  1.790  1.837  1.930
C  2.778  -0.434  0.788
H  3.230  -1.423  0.884
H  3.185  0.203  1.579
C  3.116  0.202  -0.572
N  4.512  0.586  -0.620
C  5.397  -0.506  -0.992
C  6.755  -0.373  -0.309
H  7.272  0.527  -0.632
H  6.619  -0.321  0.768
H  7.377  -1.232  -0.546
H  4.939  -1.443  -0.668
H  5.532  -0.563  -2.086
C  4.744  1.803  -1.382
C  4.405  3.042  -0.560
H  3.347  3.081  -0.316
H  4.659  3.939  -1.119
H  4.972  3.032  0.368
H  5.802  1.841  -1.644
H  4.167  1.807  -2.323
H  2.498  1.095  -0.680
H  2.839  -0.492  -1.383
H  1.920  -3.088  -0.258
H  0.075  -4.613  -0.857
H  -2.257  -3.999  -0.436
H  -2.830  -1.831  0.603
H  -2.614  0.358  2.261
H  -1.509  1.747  2.061
H  -6.421  1.410  0.255
H  -6.431  1.570  -1.507
H  -6.488  -0.793  -0.734
H  -4.945  -0.572  0.085
H  -4.728  -1.707  -2.146
H  -5.347  -0.252  -2.928
H  -3.799  -0.219  -2.073



Entry 3:
Computed, not measured: a single C19H30N4O4S molecule, with the ωB97M-V functional and the def2-TZVPD basis.

Summary:
* SMILES: Cc1cc(C(=O)N2CCCN(CCNC(=O)[C@@H]3CCS(=O)(=O)C3)CC2)[nH]c1C
* spin multiplicity: 1
* net charge: 0
* LUMO: 0.31 eV
* orbital gap: 8.59 eV

Cartesian coordinates (Å):
C  -4.240  2.384  2.052
C  -2.849  2.939  2.086
C  -1.726  2.415  1.402
C  -0.629  3.202  1.712
C  0.827  3.271  1.448
O  1.488  4.070  2.109
N  1.412  2.485  0.501
C  2.858  2.521  0.356
C  3.527  1.249  0.860
C  3.074  -0.020  0.127
N  1.810  -0.621  0.538
C  1.873  -1.296  1.827
C  0.821  -2.392  1.920
N  0.944  -3.272  0.775
C  0.832  -4.616  0.852
O  0.544  -5.205  1.880
C  1.003  -5.337  -0.485
C  -0.338  -5.239  -1.274
C  -1.161  -6.465  -0.902
S  0.047  -7.769  -1.024
O  -0.306  -8.917  -0.237
O  0.372  -7.927  -2.422
C  1.353  -6.813  -0.259
C  0.571  0.151  0.385
C  0.711  1.502  -0.302
N  -1.081  4.172  2.566
C  -2.409  4.034  2.802
C  -3.147  4.963  3.705
H  -4.990  3.172  2.124
H  -4.419  1.849  1.119
H  -4.421  1.685  2.872
H  -1.755  1.542  0.773
H  3.090  2.658  -0.707
H  3.222  3.389  0.897
H  4.606  1.360  0.723
H  3.354  1.144  1.935
H  3.046  0.178  -0.949
H  3.831  -0.795  0.261
H  2.862  -1.749  1.923
H  1.736  -0.606  2.673
H  0.951  -2.985  2.824
H  -0.182  -1.955  1.962
H  1.272  -2.830  -0.071
H  1.786  -4.837  -1.056
H  -0.862  -4.314  -1.037
H  -0.137  -5.253  -2.345
H  -1.515  -6.437  0.129
H  -1.977  -6.690  -1.585
H  2.286  -7.120  -0.726
H  1.351  -7.051  0.803
H  -0.168  -0.440  -0.173
H  0.134  0.339  1.373
H  -0.277  1.881  -0.557
H  1.246  1.403  -1.248
H  -0.443  4.848  2.958
H  -4.216  4.760  3.661
H  -2.831  4.848  4.744
H  -2.991  6.005  3.420



Entry 4:
Computed, not measured: C19H30NO3PRuS as an isolated structure, with the ωB97M-V functional and the def2-TZVPD basis.

Summary:
* spin multiplicity: 2
* net charge: +3
* LUMO (alpha / beta): -10.84 / -10.83 eV
* <S²>: 0.7685
* orbital gap (alpha / beta): 7.06 / 7.17 eV

Cartesian coordinates (Å):
Ru  0.004  -0.535  0.094
C  2.276  -2.999  0.982
O  0.848  -2.742  0.973
C  0.190  -2.950  2.238
C  0.466  -1.799  3.141
O  0.226  -0.593  2.373
C  0.821  0.534  3.062
C  0.791  1.688  2.120
O  1.306  1.260  0.845
C  2.750  1.192  0.785
H  2.470  -3.978  1.418
H  2.801  -2.229  1.546
H  2.607  -2.992  -0.054
H  0.522  -3.894  2.672
H  -0.875  -3.027  2.018
H  1.502  -1.791  3.483
H  -0.187  -1.814  4.014
H  1.834  0.255  3.358
H  0.252  0.769  3.964
H  1.351  2.541  2.507
H  -0.237  1.995  1.943
H  3.168  2.168  1.029
H  3.018  0.928  -0.235
H  3.135  0.443  1.476
C  0.108  -3.892  -1.552
P  -0.670  -2.351  -1.081
C  -2.362  -2.763  -0.592
C  -0.576  -1.091  -2.298
C  -1.487  -0.753  -3.306
C  -1.208  0.322  -4.121
C  -0.039  1.087  -3.937
C  0.869  0.770  -2.952
C  0.616  -0.340  -2.132
H  -0.575  -4.280  -2.315
H  0.159  -4.578  -0.710
H  1.096  -3.750  -1.988
H  -3.021  -2.776  -1.464
H  -2.756  -2.041  0.117
H  -2.389  -3.756  -0.141
H  -2.398  -1.319  -3.451
H  -1.887  0.578  -4.924
H  0.165  1.910  -4.610
H  1.797  1.321  -2.864
H  1.438  -0.707  -1.493
S  -1.775  0.772  -0.281
C  -1.580  2.511  -0.051
N  -0.474  3.166  -0.455
C  -0.335  4.508  -0.399
C  -1.360  5.279  0.082
C  -2.522  4.640  0.508
C  -2.633  3.257  0.448
H  0.286  2.612  -0.831
H  0.607  4.904  -0.752
H  -1.252  6.354  0.118
H  -3.347  5.224  0.897
H  -3.532  2.754  0.776



What energy above the lowest of the compared OMol25 structures with the same formula, charge and spin values result from the calculations? In sequence: 0.00, 74.98, 76.00, 117.94 kJ/mol.